{"formula": "C30H31BF6O2S", "method": "wB97M-V/def2-TZVPD", "max_force_ev_per_a": 2.84, "relative_energy_kcal_mol": 54.6, "orbital_gap_ev": 2.766, "species": ["C", "C", "C", "C", "C", "B", "C", "C", "C", "C", "F", "F", "F", "C", "C", "C", "F", "F", "F", "C", "O", "C", "C", "C", "C", "C", "C", "O", "S", "H", "H", "H", "H", "H", "H", "H", "H", "H", "H", "H", "H", "H", "H", "H", "H", "H", "H", "H", "H", "C", "C", "C", "C", "C", "C", "C", "C", "C", "C", "C", "H", "H", "H", "H", "H", "H", "H", "H", "H", "H", "H"], "coordinates": [[6.51483, 3.85846, 1.29688], [5.16176, 3.51801, 0.81228], [4.43389, 4.20465, -0.10019], [3.14949, 3.63720, -0.35559], [2.89967, 2.52701, 0.35800], [1.55613, 1.67369, 0.33210], [1.72883, 0.41022, -0.63230], [2.22663, -0.76760, -0.13466], [2.38402, -1.84844, -0.97653], [2.94194, -3.14731, -0.44364], [4.04342, -3.45982, -1.15253], [3.25306, -2.98732, 0.85717], [2.00640, -4.10524, -0.58682], [2.03491, -1.74427, -2.30789], [1.52281, -0.55781, -2.79413], [1.11160, -0.41171, -4.24082], [-0.19899, -0.10193, -4.27614], [1.83887, 0.58244, -4.78637], [1.33738, -1.57041, -4.88833], [1.37323, 0.52313, -1.95305], [1.24845, 1.20061, 1.71836], [0.11719, 1.97514, 2.11905], [-0.72904, 1.16984, 3.10749], [0.63559, 3.26434, 2.76450], [-0.63711, 2.28381, 0.74862], [-1.44183, 1.07036, 0.27270], [-1.52802, 3.52428, 0.81203], [0.42328, 2.51148, -0.18262], [4.25632, 2.13220, 1.34945], [6.90167, 4.75136, 0.80248], [6.50728, 4.04285, 2.37278], [7.20514, 3.03619, 1.10224], [4.79355, 5.10235, -0.57619], [2.42841, 4.05174, -1.04163], [2.48215, -0.85169, 0.91000], [2.16271, -2.58794, -2.96863], [0.96344, 1.44761, -2.32865], [-1.64111, 1.70182, 3.37366], [-0.99579, 0.20424, 2.68203], [-0.16208, 0.97760, 4.01692], [-0.17676, 3.88451, 3.13903], [1.30036, 3.02819, 3.59274], [1.20720, 3.83854, 2.03845], [-2.29923, 0.87735, 0.91419], [-1.80378, 1.23560, -0.73967], [-0.81245, 0.18378, 0.25842], [-2.30209, 3.41665, 1.57048], [-0.93235, 4.40803, 1.03225], [-2.00743, 3.68831, -0.15200], [-4.49630, -1.24476, -0.21403], [-5.24909, -0.75797, 1.04624], [-4.99115, -1.82011, 2.06831], [-4.21064, -2.80069, 1.54955], [-3.86114, -2.54959, 0.19906], [-3.06822, -3.40309, -0.62511], [-2.27249, -4.42223, -0.05753], [-1.55767, -5.28570, -0.85048], [-1.61506, -5.17417, -2.22938], [-2.36990, -4.16981, -2.81191], [-3.06990, -3.28249, -2.03121], [-5.17544, -1.40418, -1.05831], [-3.72654, -0.53050, -0.53202], [-4.88150, 0.21440, 1.39770], [-6.32742, -0.63988, 0.87462], [-5.38018, -1.81583, 3.07413], [-3.94242, -3.70032, 2.07282], [-2.20749, -4.50436, 1.01379], [-0.93694, -6.04096, -0.39647], [-1.07352, -5.87132, -2.84777], [-2.40705, -4.08550, -3.88498], [-3.66349, -2.51304, -2.49300]]}

{"formula": "C19H21F9N4O8PdS", "method": "wB97M-V/def2-TZVPD", "max_force_ev_per_a": 0.71, "relative_energy_kcal_mol": 11.6, "orbital_gap_ev": [8.281, 8.323], "species": ["Pd", "O", "C", "C", "C", "C", "C", "C", "N", "H", "H", "H", "H", "H", "H", "H", "F", "C", "F", "F", "C", "O", "C", "F", "F", "F", "C", "F", "F", "F", "O", "C", "O", "H", "C", "C", "S", "O", "O", "C", "C", "N", "C", "N", "C", "C", "N", "O", "O", "C", "H", "H", "H", "H", "H", "H", "H", "H", "H", "H", "H", "H", "H"], "coordinates": [[1.82826, -1.37927, -0.91024], [4.48968, -1.62849, -0.82326], [4.92870, -1.88498, 0.47980], [3.82417, -1.98126, 1.51930], [4.18778, -2.14728, 2.85180], [3.21103, -2.18564, 3.82489], [1.88344, -2.04783, 3.44367], [1.60282, -1.88906, 2.10419], [2.54930, -1.87287, 1.15856], [4.16753, -2.44840, -1.21752], [5.57869, -1.05642, 0.76764], [5.52723, -2.80085, 0.53477], [5.23654, -2.22970, 3.10754], [3.47686, -2.31023, 4.86599], [1.07999, -2.05806, 4.16537], [0.58659, -1.75315, 1.75966], [3.67460, 0.84193, 0.70472], [2.74366, 1.79525, 0.82855], [2.28529, 1.74025, 2.08975], [3.36537, 2.96975, 0.66793], [1.57933, 1.56586, -0.18960], [1.07898, 0.30964, -0.11358], [0.41153, 2.54018, 0.18110], [0.82490, 3.77958, 0.47781], [-0.27198, 2.08153, 1.24582], [-0.46990, 2.63719, -0.82535], [2.09999, 1.91834, -1.62006], [2.23775, 3.23540, -1.81336], [1.26056, 1.45480, -2.54745], [3.28955, 1.34247, -1.83674], [2.36581, -3.07770, -1.74983], [2.17852, -2.82190, -3.01565], [1.87389, -1.71297, -3.42161], [2.31892, -3.67828, -3.68761], [-4.57087, 4.73138, 0.12873], [-3.87367, 3.44401, 0.54638], [-4.31517, 2.13671, -0.58414], [-3.76902, 2.44568, -1.88265], [-5.72118, 1.85314, -0.45891], [-3.39843, 0.72975, 0.04063], [-3.60180, -0.44354, -0.91637], [-2.46968, -1.36176, -0.81719], [-1.35218, -1.24493, -1.56521], [-0.41110, -2.08743, -1.15569], [-0.92635, -2.77722, -0.10794], [-2.19181, -2.32615, 0.13363], [-3.07215, -2.72986, 1.17589], [-4.14666, -2.15881, 1.28109], [-2.66639, -3.59489, 1.92825], [-1.21098, -0.32224, -2.71725], [-4.31506, 5.52656, 0.82730], [-5.65191, 4.60347, 0.13132], [-4.25450, 5.03285, -0.86803], [-4.17584, 3.11211, 1.53988], [-2.78758, 3.52911, 0.50603], [-3.73880, 0.50247, 1.05006], [-2.34960, 1.03021, 0.05656], [-3.62139, -0.07964, -1.94206], [-4.52650, -0.96982, -0.71126], [-0.37773, -3.53930, 0.41875], [-1.96878, -0.53198, -3.47449], [-0.22789, -0.47728, -3.15454], [-1.31236, 0.71959, -2.41583]]}

{"formula": "C8H18F5IrN4O", "method": "wB97M-V/def2-TZVPD", "max_force_ev_per_a": 1.75, "relative_energy_kcal_mol": 44.9, "multiplicity": 2, "s2": 0.758, "total_charge": 1, "orbital_gap_ev": [9.160, 8.237], "species": ["Ir", "N", "C", "C", "N", "C", "C", "N", "C", "C", "N", "H", "H", "H", "H", "H", "H", "H", "H", "H", "H", "H", "H", "H", "H", "H", "H", "H", "H", "O", "F", "C", "F", "C", "F", "F", "F"], "coordinates": [[0.10040, -0.08692, 0.27805], [-2.02945, 0.09631, 0.45731], [-2.57638, 1.48128, 0.46581], [-1.45322, 2.52941, 0.43591], [-0.35257, 1.98665, -0.37315], [0.97077, 2.48204, 0.12190], [2.17346, 1.75871, -0.44789], [2.13943, 0.33318, 0.02942], [-0.52121, 2.24366, -1.82015], [-0.10924, 1.06731, -2.73182], [0.38888, -0.09534, -1.96226], [-2.49856, -0.46729, -0.24702], [-2.20299, -0.39468, 1.33414], [-3.17197, 1.62483, 1.36496], [-3.23574, 1.59718, -0.39277], [-1.07910, 2.74405, 1.43406], [-1.83487, 3.45814, 0.00425], [0.98798, 2.35479, 1.20500], [1.07354, 3.56082, -0.05987], [3.05908, 2.27132, -0.06789], [2.24862, 1.80762, -1.53319], [2.51782, 0.36659, 0.96819], [2.74886, -0.25243, -0.52197], [0.00657, 3.16803, -2.06666], [-1.57860, 2.43051, -2.00553], [0.65356, 1.39933, -3.43427], [-0.96555, 0.75069, -3.32443], [1.17219, -0.53226, -2.42840], [-0.30759, -0.84129, -2.02972], [-0.25784, -0.11674, 2.12978], [1.93510, -2.26213, 0.19537], [0.73953, -1.95400, 0.84134], [0.97863, -2.19228, 2.13656], [-0.25079, -3.01544, 0.34062], [-0.40873, -2.89020, -1.00098], [-1.45170, -2.83398, 0.90698], [0.14636, -4.25983, 0.57918]]}